{"formula": "C4H13O3S2", "method": "wB97M-V/def2-TZVPD", "symbols": ["O", "H", "C", "S", "O", "C", "H", "H", "H", "H", "H", "H", "C", "S", "O", "C", "H", "H", "H", "H", "H", "H"], "coordinates": [[-0.83, -1.24, 0.86], [-0.12, -0.79, 1.30], [2.29, -0.45, 0.89], [2.89, 0.85, 2.10], [3.08, 2.17, 1.33], [1.36, 0.82, 3.05], [2.06, -1.34, 1.41], [2.89, -0.72, 0.14], [1.68, -0.22, 0.15], [1.27, 1.63, 3.74], [1.22, -0.14, 3.55], [0.54, 0.99, 2.48], [-0.67, -0.09, -2.68], [-1.66, 0.64, -1.40], [-2.13, 1.96, -2.04], [-2.95, -0.64, -1.50], [-1.16, -0.76, -3.54], [0.00, -0.87, -2.13], [0.00, 0.84, -3.18], [-3.10, -0.87, -2.57], [-3.82, -0.19, -1.00], [-2.86, -1.56, -0.98]], "orbital_gap_ha": 0.2269, "total_charge": -1, "de_lowest_ev": 0.606}

{"formula": "C4H13O4", "method": "wB97M-V/def2-TZVPD", "symbols": ["C", "O", "C", "C", "C", "O", "H", "H", "H", "H", "H", "H", "H", "H", "H", "H", "H", "O", "H", "H", "O"], "coordinates": [[2.01, 0.88, -0.61], [1.54, 1.67, -1.72], [1.41, 1.30, 0.71], [-0.10, 0.97, 0.89], [-0.42, -0.56, 0.82], [-1.50, -0.81, 0.01], [3.09, 1.08, -0.59], [1.81, -0.17, -0.85], [1.53, 2.38, 0.77], [1.94, 0.80, 1.53], [-0.63, 1.35, 0.01], [-0.43, 1.36, 1.84], [0.48, -1.10, 0.48], [-0.57, -0.93, 1.86], [-1.35, -0.24, -1.50], [-2.23, -2.50, 1.82], [-2.00, -2.71, 0.38], [-2.06, -3.23, 1.21], [0.57, 1.57, -1.77], [-1.66, -1.00, -2.79], [-1.44, -0.11, -2.50]], "orbital_gap_ha": 0.2829, "total_charge": -1, "de_lowest_ev": 0.799}

{"formula": "C4H13P3", "method": "wB97M-V/def2-TZVPD", "symbols": ["C", "C", "C", "C", "P", "P", "P", "H", "H", "H", "H", "H", "H", "H", "H", "H", "H", "H", "H", "H"], "coordinates": [[-2.63, 0.43, -0.28], [2.92, 2.02, -0.24], [-2.31, -1.00, 0.15], [-0.18, -0.54, 1.88], [2.51, -1.12, -0.83], [-0.47, -1.05, 0.20], [3.19, 0.40, 0.55], [-2.75, 0.55, -1.37], [-3.70, 0.77, 0.23], [-1.78, 1.10, 0.05], [3.43, 2.65, 0.47], [1.83, 2.37, -0.32], [3.50, 1.97, -1.13], [-2.78, -1.80, -0.36], [-2.60, -1.18, 1.33], [-0.44, 0.51, 2.20], [0.69, -0.96, 2.38], [3.18, -2.06, -0.15], [3.32, -1.30, -1.86], [-0.47, -2.45, 0.51]], "orbital_gap_ha": [0.2768, 0.2453], "de_lowest_ev": 4.575}

{"formula": "C4H14AlB2O2", "method": "wB97M-V/def2-TZVPD", "symbols": ["Al", "B", "H", "H", "H", "H", "B", "H", "H", "H", "H", "O", "C", "O", "C", "C", "C", "H", "H", "H", "H", "H", "H"], "coordinates": [[0.91, -0.42, -2.90], [-2.18, -0.19, -1.59], [-1.50, -0.56, -0.76], [-3.25, -0.41, -1.32], [-2.04, 0.95, -1.72], [-1.93, -0.84, -2.49], [-1.81, 0.81, -4.30], [-2.87, 1.17, -4.35], [-1.42, 0.90, -3.19], [-1.86, -0.30, -4.48], [-1.12, 1.35, -5.02], [1.23, -0.09, 0.04], [1.26, -0.12, 1.26], [0.52, -1.03, 1.91], [0.77, -0.97, 3.30], [2.06, -0.21, 3.50], [2.17, 0.63, 2.20], [0.75, -1.99, 3.69], [0.00, -0.45, 3.87], [2.92, -0.84, 3.76], [2.16, 0.37, 4.42], [3.22, 0.54, 1.89], [2.00, 1.70, 2.30]], "orbital_gap_ha": 0.1910, "total_charge": 1, "de_lowest_ev": 0.193}